1.
Computed, not measured: a 7-piece molecular cluster, H14O7 overall at a distorted geometry, with ωB97M-V/def2-TZVPD.

Geometry (Å):
1 H 0.286 -0.437 -0.196
2 H -0.858 -0.051 -0.997
3 H -1.439 -1.687 -1.929
4 H -2.403 -2.824 -1.425
5 H 0.590 1.107 2.903
6 H 1.454 1.932 2.093
7 H 1.440 -2.123 1.325
8 H -0.147 -1.643 1.289
9 H 4.006 -1.620 -0.164
10 H 2.969 -0.868 -0.955
11 H 2.507 3.561 -1.069
12 H 1.281 3.143 -0.265
13 H -4.917 0.921 -0.816
14 H -5.024 1.323 0.670
15 O 0.082 0.206 -0.822
16 O -1.602 -2.254 -1.242
17 O 1.003 1.069 1.989
18 O 0.545 -2.103 1.777
19 O 3.806 -1.391 -1.067
20 O 1.758 3.012 -1.079
21 O -5.338 0.728 -0.021

Results
Calculated total energy: -535.015195 a.u.
Net charge: 0
ΔE to the lowest compared entry with this formula, charge and spin: 285.25 kJ/mol
F_max: 4.6 eV/Å
Structure (SMILES): O.O.O.O.O.O.O
M: 126.1 g/mol

***

2.
Computed, not measured: a 7-piece molecular cluster, H14O7 overall, with ωB97M-V/def2-TZVPD.

Geometry (Å):
1 O -0.894 -3.189 0.214
2 H -1.181 -3.923 -0.330
3 H -0.297 -2.694 -0.347
4 O -2.036 -0.467 -0.948
5 H -1.209 -0.536 -0.471
6 H -2.136 -1.316 -1.379
7 O 0.705 0.182 0.355
8 H 1.095 -0.057 -0.486
9 H 0.141 0.929 0.154
10 O -1.400 2.676 -0.048
11 H -1.952 2.610 0.731
12 H -1.910 2.253 -0.740
13 O 0.888 -1.937 -1.724
14 H 0.279 -2.294 -2.370
15 H 1.679 -2.469 -1.821
16 O 2.158 3.980 0.691
17 H 2.236 4.264 -0.220
18 H 1.371 3.436 0.707
19 O 1.099 -0.720 2.815
20 H 0.423 -0.258 3.311
21 H 0.941 -0.470 1.905

Results
Calculated total energy: -535.063963 a.u.
Net charge: 0
ΔE to the lowest compared entry with this formula, charge and spin: 157.21 kJ/mol
F_max: 0.9 eV/Å
Structure (SMILES): O.O.O.O.O.O.O
M: 126.1 g/mol

***

3.
Computed, not measured: a 7-piece molecular cluster, H14O7 overall, with ωB97M-V/def2-TZVPD.

Geometry (Å):
1 O 2.998 -1.675 -0.603
2 H 3.240 -1.330 -1.467
3 H 2.298 -1.078 -0.288
4 O -2.396 -0.926 -0.983
5 H -2.640 -0.471 -1.801
6 H -2.312 -1.855 -1.230
7 O -0.031 2.148 1.412
8 H -0.805 1.768 1.843
9 H -0.299 3.046 1.176
10 O 0.869 -2.385 -2.851
11 H 0.024 -2.265 -2.412
12 H 1.133 -3.287 -2.638
13 O 2.891 2.473 2.176
14 H 2.769 3.079 2.914
15 H 2.108 2.598 1.622
16 O 0.476 -0.115 -0.199
17 H -0.487 -0.203 -0.244
18 H 0.625 0.823 -0.007
19 O -3.859 -0.177 1.301
20 H -3.438 -0.372 0.438
21 H -3.162 0.205 1.841

Results
Calculated total energy: -535.057174 a.u.
Net charge: 0
ΔE to the lowest compared entry with this formula, charge and spin: 175.03 kJ/mol
F_max: 0.7 eV/Å
Structure (SMILES): O.O.O.O.O.O.O
M: 126.1 g/mol

***

4.
Computed, not measured: a 7-piece molecular cluster, H14O7 overall at a distorted geometry, with ωB97M-V/def2-TZVPD.

Geometry (Å):
1 H -1.394 0.676 -1.706
2 H -0.779 -0.416 -0.845
3 H 2.073 -3.042 0.800
4 H 2.950 -2.044 0.061
5 H -1.784 -4.371 1.326
6 H -0.369 -3.817 1.332
7 H -0.920 4.463 1.256
8 H 0.580 4.235 1.332
9 H 1.431 -0.307 -0.510
10 H 0.716 0.850 -1.189
11 H -2.438 -1.624 1.745
12 H -2.669 -1.698 0.244
13 H 1.023 3.851 -2.303
14 H 1.848 2.813 -1.559
15 O -1.145 0.474 -0.797
16 O 2.119 -2.114 0.545
17 O -1.233 -3.699 1.743
18 O -0.135 4.382 0.703
19 O 0.929 -0.083 -1.302
20 O -2.699 -2.234 1.045
21 O 1.894 3.706 -1.918

Results
Calculated total energy: -534.994569 a.u.
Net charge: 0
ΔE to the lowest compared entry with this formula, charge and spin: 339.40 kJ/mol
F_max: 2.9 eV/Å
Structure (SMILES): O.O.O.O.O.O.O
M: 126.1 g/mol

***

5.
Computed, not measured: a 7-piece molecular cluster, H14O7 overall at a distorted geometry, with ωB97M-V/def2-TZVPD.

Geometry (Å):
1 O -3.299 20.458 18.905
2 H -3.799 19.709 19.291
3 H -2.376 20.392 19.126
4 O -1.335 17.678 18.098
5 H -0.978 18.451 18.554
6 H -1.974 17.288 18.716
7 O -0.026 18.698 15.189
8 H 0.273 19.078 14.434
9 H 0.228 19.260 15.955
10 O -0.419 19.850 19.221
11 H 0.089 19.895 18.386
12 H 0.088 19.281 19.825
13 O 0.994 20.206 17.077
14 H 0.835 21.017 16.656
15 H 1.845 20.276 17.539
16 O 1.384 17.935 20.163
17 H 1.312 17.165 20.689
18 H 2.030 17.765 19.508
19 O -0.348 15.619 19.859
20 H 0.480 15.255 19.535
21 H -0.372 16.381 19.321

Results
Calculated total energy: -535.043793 a.u.
Net charge: 0
ΔE to the lowest compared entry with this formula, charge and spin: 210.16 kJ/mol
F_max: 4.4 eV/Å
Structure (SMILES): O.O.O.O.O.O.O
M: 126.1 g/mol

***

6.
Computed, not measured: a 7-piece molecular cluster, H14O7 overall at a distorted geometry, with ωB97M-V/def2-TZVPD.

Geometry (Å):
1 O 0.044 3.818 -0.044
2 H -0.051 4.726 -0.352
3 H -0.656 3.230 -0.388
4 O -1.956 -0.704 -1.510
5 H -2.265 -1.048 -2.357
6 H -2.749 -0.508 -1.008
7 O 0.586 -1.596 2.035
8 H 0.910 -0.705 2.084
9 H 0.814 -1.993 2.883
10 O 0.083 0.848 -0.579
11 H -0.614 0.517 -1.191
12 H 0.870 0.315 -0.685
13 O -0.051 -2.325 -0.730
14 H 0.535 -1.671 -0.402
15 H -0.697 -1.744 -1.110
16 O 2.608 -0.718 -0.533
17 H 3.174 -0.022 -0.084
18 H 3.108 -1.486 -0.694
19 O -1.406 0.639 1.827
20 H -0.929 0.779 0.955
21 H -1.359 -0.346 1.877

Results
Calculated total energy: -535.055099 a.u.
Net charge: 0
ΔE to the lowest compared entry with this formula, charge and spin: 180.48 kJ/mol
F_max: 3.3 eV/Å
Structure (SMILES): O.O.O.O.O.O.O
M: 126.1 g/mol

***

7.
Computed, not measured: H14O7Rb as an isolated structure at a distorted geometry, with ωB97M-V/def2-TZVPD.

Geometry (Å):
1 Rb -0.434 -0.423 0.389
2 O 1.996 -0.191 -1.287
3 H 1.587 -0.321 -2.124
4 H 2.785 -0.784 -1.354
5 O -0.830 -2.745 1.967
6 H -0.326 -3.212 1.306
7 H -1.685 -2.725 1.652
8 O -0.936 0.281 -2.394
9 H -1.086 -0.254 -3.160
10 H -0.412 1.026 -2.662
11 O -0.430 2.507 -0.033
12 H -0.747 2.956 0.783
13 H -0.786 2.960 -0.798
14 O 2.040 -1.689 1.391
15 H 2.867 -1.488 1.072
16 H 1.712 -2.245 0.707
17 O 0.821 1.248 2.194
18 H 1.681 0.873 2.291
19 H 1.102 2.126 2.442
20 O -3.086 0.396 -0.505
21 H -3.228 1.322 -0.448
22 H -2.614 0.371 -1.419

Results
Calculated total energy: -558.972711 a.u.
Net charge: +1
ΔE to the lowest compared entry with this formula, charge and spin: 62.10 kJ/mol
F_max: 3.5 eV/Å
M: 211.6 g/mol

***

8.
Computed, not measured: a 5-piece molecular cluster, H15N5 overall at a distorted geometry, with ωB97M-V/def2-TZVPD.

Geometry (Å):
1 N 1.567 5.290 2.151
2 H 0.912 6.056 2.060
3 H 2.056 5.097 1.396
4 H 1.949 5.222 2.978
5 N 0.611 -1.981 0.195
6 H 0.061 -1.483 0.890
7 H 0.053 -2.003 -0.675
8 H 1.459 -1.589 -0.029
9 N -4.469 -4.000 0.076
10 H -4.739 -3.374 0.847
11 H -4.104 -4.846 0.492
12 H -5.094 -4.026 -0.642
13 N 2.622 2.348 -6.065
14 H 2.621 3.344 -6.045
15 H 3.519 1.981 -6.383
16 H 2.008 1.933 -5.396
17 N -0.341 -1.692 3.609
18 H 0.683 -1.869 3.723
19 H -0.442 -2.192 2.713
20 H -0.862 -2.013 4.314

Results
Calculated total energy: -282.704268 a.u.
Net charge: 0
ΔE to the lowest compared entry with this formula, charge and spin: 132.24 kJ/mol
F_max: 6.6 eV/Å
Structure (SMILES): N.N.N.N.N
M: 85.2 g/mol

***

9.
Computed, not measured: a 7-piece molecular cluster, H15NO6 overall at a distorted geometry, with ωB97M-V/def2-TZVPD.

Geometry (Å):
1 N 2.250 -1.349 1.301
2 H 3.237 -1.206 1.374
3 H 2.031 -0.580 0.651
4 H 2.041 -2.169 0.867
5 H -4.777 0.860 -0.167
6 H -4.102 0.755 -1.659
7 O -4.399 0.224 -0.941
8 H -2.232 -1.534 1.110
9 H -0.783 -1.884 1.664
10 O -1.323 -1.826 0.804
11 H 0.543 0.427 -1.864
12 H 1.743 0.848 -1.431
13 O 1.092 1.149 -2.026
14 H 2.646 2.985 -1.991
15 H 1.647 3.823 -2.857
16 O 2.435 3.884 -2.302
17 H -2.277 0.008 -1.628
18 H -1.192 -0.785 -0.703
19 O -1.329 -0.358 -1.615
20 H 0.989 -1.364 3.116
21 H 1.224 -0.684 4.372
22 O 0.536 -1.224 3.925

Results
Calculated total energy: -515.147916 a.u.
Net charge: 0
ΔE to the lowest compared entry with this formula, charge and spin: 187.90 kJ/mol
F_max: 4.3 eV/Å
Structure (SMILES): N.O.O.O.O.O.O
M: 125.1 g/mol

***

10.
Computed, not measured: H15O7 as an isolated structure at a distorted geometry, with ωB97M-V/def2-TZVPD.

Geometry (Å):
1 O -2.989 0.169 0.999
2 H -3.921 0.181 1.112
3 H -2.691 0.830 1.650
4 O 2.234 -0.168 -0.796
5 H 2.263 -0.598 0.225
6 H 3.154 -0.032 -1.070
7 O -0.145 0.707 1.567
8 H 0.270 1.367 2.129
9 H -0.010 0.924 0.470
10 O 0.277 1.169 -0.743
11 H 1.418 0.661 -1.028
12 H 0.286 2.139 -0.822
13 O 0.070 -1.986 -1.189
14 H 0.788 -1.334 -1.385
15 H 0.018 -1.981 -0.208
16 O 1.864 -0.547 1.598
17 H 2.114 -1.096 2.321
18 H 0.762 -0.150 1.637
19 O -1.500 0.023 -1.890
20 H -2.403 0.053 -1.599
21 H -1.273 -0.923 -1.753
22 H -0.586 0.592 -1.226

Results
Calculated total energy: -535.390096 a.u.
Net charge: +1
ΔE to the lowest compared entry with this formula, charge and spin: 254.07 kJ/mol
F_max: 2.9 eV/Å
M: 127.1 g/mol

***

Which formula does entry 3 have? H14O7

***

Which formula does entry 4 have? H14O7